Record 1
Formula: C38H117N27O17
Source: the Open Molecules 2025 dataset
Level of theory: ωB97M-V with the def2-TZVPD basis set

Its max |F| is 0.03962 hartree/bohr. As for the energy above the lowest of the compared OMol25 structures with the same formula, charge and spin: 0.000 eV.

CARTESIAN COORDINATES (ANGSTROEM)
C  4.366  2.751  -0.741
O  5.537  2.389  -0.749
N  3.460  2.385  -1.702
N  3.875  3.620  0.222
H  3.673  1.824  -2.506
H  2.503  2.690  -1.619
H  2.961  4.039  0.011
H  4.573  4.141  0.715
C  0.348  0.911  7.620
O  0.572  2.140  7.703
N  -0.176  0.204  8.689
N  0.625  0.195  6.473
H  -0.519  0.743  9.458
H  -0.097  -0.792  8.695
H  0.612  -0.804  6.522
H  1.250  0.704  5.832
C  3.165  0.795  3.499
O  2.413  1.241  4.389
N  4.504  0.607  3.719
N  2.796  0.658  2.180
H  5.102  0.337  2.962
H  4.937  0.825  4.594
H  3.474  0.360  1.511
H  1.884  0.974  1.892
C  -3.385  4.263  1.408
O  -3.678  3.692  0.360
N  -4.238  4.397  2.507
N  -2.237  5.007  1.600
H  -4.008  5.147  3.178
H  -5.210  4.291  2.267
H  -1.557  5.073  0.875
H  -2.058  5.335  2.532
C  -0.123  -2.984  2.620
O  -0.687  -3.269  1.554
N  0.679  -1.901  2.804
N  -0.380  -3.764  3.743
H  0.835  -1.361  1.970
H  0.979  -1.679  3.728
H  -0.046  -3.514  4.651
H  -1.027  -4.514  3.602
C  -5.923  -3.436  1.397
O  -5.891  -4.454  0.700
N  -5.079  -2.358  1.261
N  -6.831  -3.341  2.445
H  -5.287  -1.653  1.944
H  -4.322  -2.367  0.597
H  -7.455  -4.096  2.643
H  -6.942  -2.525  3.017
C  -1.382  -3.578  -2.437
O  -1.573  -2.358  -2.311
N  -1.346  -4.224  -3.647
N  -1.196  -4.398  -1.346
H  -1.133  -5.199  -3.662
H  -1.396  -3.575  -4.420
H  -1.555  -4.139  -0.445
H  -0.794  -5.308  -1.452
C  3.446  -3.597  0.997
O  4.553  -4.070  1.269
N  2.366  -4.378  0.624
N  3.172  -2.240  1.025
H  1.437  -4.003  0.529
H  2.571  -5.348  0.490
H  2.264  -1.950  0.648
H  3.917  -1.581  0.955
C  -0.127  4.385  5.200
O  -0.521  4.919  4.147
N  0.618  3.231  5.144
N  -0.304  4.899  6.466
H  1.069  3.089  4.259
H  0.984  2.819  5.989
H  -0.268  4.246  7.233
H  -0.716  5.811  6.511
C  0.937  5.024  0.625
O  1.325  4.655  -0.500
N  0.713  6.363  0.914
N  0.612  4.172  1.648
H  1.032  6.956  0.166
H  0.183  6.716  1.684
H  0.401  4.570  2.549
H  0.477  3.188  1.501
C  0.050  0.459  -2.100
C  0.439  0.204  -0.647
C  -0.675  0.667  0.278
O  -0.225  0.717  1.622
C  -1.192  0.791  2.639
N  0.805  -1.244  -0.483
H  0.907  0.327  -2.765
H  -0.239  1.515  -2.189
H  -0.799  -0.147  -2.416
H  1.329  0.804  -0.402
H  -1.544  0.003  0.195
H  -0.969  1.654  -0.096
H  -1.803  -0.119  2.646
H  -1.859  1.653  2.517
H  -0.738  0.850  3.627
H  0.929  -1.576  -1.435
H  -0.022  -1.733  -0.128
C  -2.561  -1.045  6.291
C  -3.741  -2.001  6.263
C  -4.320  -2.310  4.875
O  -4.706  -1.218  4.087
C  -5.443  -0.196  4.693
N  -3.334  -3.287  6.874
H  -1.617  -1.494  5.953
H  -2.267  -0.691  7.285
H  -2.650  -0.114  5.729
H  -4.497  -1.570  6.922
H  -5.224  -2.913  5.050
H  -3.615  -2.899  4.286
H  -5.442  0.613  3.957
H  -4.987  0.199  5.597
H  -6.506  -0.447  4.815
H  -2.804  -3.775  6.152
H  -4.179  -3.842  6.992
C  -5.379  6.180  6.309
C  -3.966  5.630  6.048
C  -3.856  4.130  5.955
O  -4.091  3.425  7.171
C  -3.198  3.703  8.218
N  -3.460  6.210  4.796
H  -5.856  5.730  7.179
H  -6.009  6.077  5.426
H  -5.203  7.228  6.560
H  -3.406  6.057  6.893
H  -2.868  3.794  5.596
H  -4.634  3.800  5.275
H  -3.431  3.074  9.075
H  -3.307  4.752  8.506
H  -2.149  3.486  7.971
H  -2.460  6.005  4.772
H  -3.561  7.214  4.722
C  4.988  -2.477  -6.037
C  4.388  -1.350  -5.215
C  4.628  -1.560  -3.723
O  3.968  -0.634  -2.922
C  4.329  -0.832  -1.557
N  4.971  -0.063  -5.696
H  4.582  -3.407  -5.620
H  6.075  -2.511  -5.956
H  4.664  -2.427  -7.073
H  3.315  -1.233  -5.411
H  5.725  -1.478  -3.637
H  4.350  -2.594  -3.494
H  3.775  -0.070  -1.007
H  5.407  -0.664  -1.473
H  4.065  -1.792  -1.099
H  5.972  -0.152  -5.502
H  4.672  0.692  -5.083
C  0.433  -2.039  -5.872
C  -0.791  -1.366  -6.453
C  -1.108  -1.922  -7.821
O  -1.971  -1.136  -8.646
C  -3.323  -1.054  -8.296
N  -1.884  -1.662  -5.492
H  0.823  -1.508  -4.992
H  1.310  -2.010  -6.525
H  0.265  -3.044  -5.480
H  -0.654  -0.281  -6.454
H  -1.554  -2.927  -7.710
H  -0.252  -2.044  -8.487
H  -3.527  -0.592  -7.332
H  -3.724  -2.079  -8.255
H  -3.858  -0.558  -9.100
H  -1.661  -1.282  -4.573
H  -2.725  -1.190  -5.794
C  2.365  -4.014  -3.261
C  2.699  -5.499  -3.271
C  1.889  -6.373  -4.210
O  0.556  -6.335  -3.798
C  -0.371  -7.120  -4.555
N  4.156  -5.641  -3.505
H  3.056  -3.517  -2.589
H  1.307  -3.873  -3.029
H  2.480  -3.605  -4.273
H  2.548  -5.910  -2.268
H  2.371  -7.369  -4.169
H  1.995  -6.131  -5.283
H  -0.012  -8.149  -4.453
H  -0.517  -6.790  -5.584
H  -1.311  -7.059  -4.007
H  4.355  -5.569  -4.505
H  4.394  -6.616  -3.317
C  2.681  2.696  -5.168
C  2.165  2.494  -6.585
C  3.013  3.056  -7.706
O  2.363  2.760  -8.910
C  2.800  3.617  -9.965
N  1.982  1.032  -6.693
H  3.692  2.289  -5.096
H  1.962  2.258  -4.482
H  2.770  3.751  -4.886
H  1.146  2.890  -6.632
H  4.036  2.664  -7.589
H  3.127  4.146  -7.604
H  2.428  3.204  -10.898
H  3.895  3.576  -9.975
H  2.446  4.635  -9.790
H  1.569  0.813  -7.603
H  2.895  0.583  -6.839

=====

Record 2
Formula: C4H8N2O2
Source: the Open Molecules 2025 dataset
Level of theory: ωB97M-V with the def2-TZVPD basis set

Its max |F| is 0.12426 hartree/bohr. As for the energy above the lowest of the compared OMol25 structures with the same formula, charge and spin: 5.236 eV.

CARTESIAN COORDINATES (ANGSTROEM)
C  0.278  -0.780  0.231
N  -0.300  0.424  0.255
C  -2.095  -0.101  -0.221
N  -2.894  0.867  0.282
C  2.023  0.134  0.700
C  2.794  0.535  -0.290
O  0.433  -1.418  -0.948
O  -2.483  -1.069  -0.830
H  -0.052  -2.257  -0.916
H  0.005  1.124  -0.411
H  0.069  -1.426  1.087
H  -3.885  0.864  0.069
H  -2.478  1.674  0.712
H  2.297  0.152  1.748
H  2.441  0.504  -1.316
H  3.848  0.771  -0.153

=====

Record 3
Formula: C2H3Cl2NO4
Source: the Open Molecules 2025 dataset
Level of theory: ωB97M-V with the def2-TZVPD basis set

Its max |F| is 0.07091 hartree/bohr. As for the energy above the lowest of the compared OMol25 structures with the same formula, charge and spin: 0.283 eV. Its SMILES is O=C(Cl)[C@H](Cl)OO.N=O.

CARTESIAN COORDINATES (ANGSTROEM)
O  -0.539  -0.665  1.264
C  0.005  -1.076  0.271
Cl  -0.714  -2.444  -0.588
C  1.278  -0.503  -0.291
Cl  2.396  -1.875  0.379
O  1.632  0.678  0.428
O  2.300  1.625  -0.339
H  1.287  -0.295  -1.327
H  1.596  2.407  -0.213
N  -2.776  1.016  0.051
O  -3.543  0.408  -0.641
H  -2.923  0.723  1.006

=====

Repeat the second record exactly.
Formula: C4H8N2O2
Source: the Open Molecules 2025 dataset
Level of theory: ωB97M-V with the def2-TZVPD basis set

Its max |F| is 0.12426 hartree/bohr. As for the energy above the lowest of the compared OMol25 structures with the same formula, charge and spin: 5.236 eV.

CARTESIAN COORDINATES (ANGSTROEM)
C  0.278  -0.780  0.231
N  -0.300  0.424  0.255
C  -2.095  -0.101  -0.221
N  -2.894  0.867  0.282
C  2.023  0.134  0.700
C  2.794  0.535  -0.290
O  0.433  -1.418  -0.948
O  -2.483  -1.069  -0.830
H  -0.052  -2.257  -0.916
H  0.005  1.124  -0.411
H  0.069  -1.426  1.087
H  -3.885  0.864  0.069
H  -2.478  1.674  0.712
H  2.297  0.152  1.748
H  2.441  0.504  -1.316
H  3.848  0.771  -0.153